Molecular formula: C53H58BF9N3O9S
Method: DFT, ωB97M-V with the def2-TZVPD basis set

Last column: Löwdin charge in e.
Geometry (Å):
1 C 2.542 -6.038 -0.190  -0.0545
2 C 2.316 -4.721 0.621  -0.2361
3 O 1.903 -3.653 -0.238  -0.1875
4 C 2.663 -2.468 -0.058  -0.2040
5 C 1.962 -1.238 -0.643  -0.0723
6 C 1.519 -1.421 -2.122  -0.1728
7 C 2.451 -0.662 -3.092  -0.1523
8 C 3.982 -0.825 -2.993  0.0047
9 C 4.744 0.474 -2.660  -0.4282
10 O 5.703 0.430 -2.006  0.2082
11 O 4.239 1.693 -3.144  0.0665
12 C 4.111 2.624 -2.082  -0.4793
13 C 2.864 2.700 -1.207  0.0485
14 O 4.986 3.339 -1.864  0.2123
15 C 1.678 -0.964 -4.431  -0.1033
16 B 2.117 0.201 -5.466  -0.5104
17 O 1.622 1.490 -5.148  0.1216
18 N 2.977 0.137 -6.630  -0.0852
19 C 2.277 0.175 -7.927  -0.0614
20 C 4.088 -0.817 -6.563  -0.0598
21 C 1.442 -2.460 -4.886  -0.2607
22 C 2.567 -3.464 -4.421  -0.0242
23 C 1.176 -2.687 -6.393  -0.2065
24 C -0.122 -2.023 -6.941  -0.0880
25 C 0.252 -0.573 -3.845  -0.1681
26 N -0.779 -0.069 -4.585  0.2087
27 C -1.295 1.049 -4.226  -0.3137
28 C -2.592 1.442 -4.934  -0.0036
29 C -0.764 2.058 -3.228  0.0017
30 N 0.214 -0.882 -2.580  0.0548
31 C -0.903 -0.771 -1.638  -0.0846
32 C -1.185 -2.086 -0.869  -0.0138
33 C -1.846 -1.856 0.521  -0.4726
34 F -1.722 -3.027 1.158  0.1413
35 F -1.098 -0.917 1.130  0.1287
36 C -3.320 -1.419 0.337  -0.4567
37 F -3.924 -2.062 -0.648  0.1476
38 F -3.312 -0.137 -0.048  0.1294
39 S -4.435 -1.545 1.854  0.8113
40 F -4.405 -3.131 1.803  -0.1146
41 F -3.210 -1.448 2.858  -0.1147
42 F -4.618 0.048 1.906  -0.1354
43 F -5.731 -1.593 0.902  -0.1357
44 F -5.412 -1.645 3.104  -0.1206
45 H 2.180 -6.906 0.376  0.0758
46 H 3.628 -6.172 -0.320  0.0736
47 H 2.055 -5.936 -1.170  0.0710
48 H 3.274 -4.451 1.093  0.1150
49 H 1.555 -4.898 1.401  0.1226
50 H 3.693 -2.637 -0.430  0.1309
51 H 2.760 -2.296 1.034  0.1379
52 H 1.168 -0.937 0.057  0.1148
53 H 2.702 -0.415 -0.623  0.1148
54 H 1.398 -2.511 -2.228  0.1382
55 H 2.208 0.398 -2.886  0.1300
56 H 4.189 -1.494 -2.143  0.1200
57 H 4.464 -1.290 -3.862  0.1130
58 H 1.935 2.528 -1.777  0.0601
59 H 2.885 1.940 -0.407  0.0934
60 H 2.790 3.704 -0.772  0.1056
61 H 2.364 2.011 -4.797  0.1118
62 H 2.314 -0.769 -8.493  0.0933
63 H 1.257 0.563 -7.794  0.0876
64 H 2.791 0.924 -8.565  0.0977
65 H 4.581 -0.843 -7.551  0.1057
66 H 3.825 -1.852 -6.280  0.0719
67 H 4.852 -0.425 -5.869  0.0898
68 H 0.530 -2.815 -4.364  0.1418
69 H 3.576 -3.035 -4.450  0.0646
70 H 2.372 -3.902 -3.432  0.0744
71 H 2.546 -4.294 -5.146  0.0878
72 H 2.022 -2.458 -7.054  0.0917
73 H 1.001 -3.774 -6.506  0.1180
74 H -1.002 -2.489 -6.477  0.0812
75 H -0.164 -2.278 -8.016  0.0863
76 H -0.118 -0.928 -6.889  0.0444
77 H -3.168 2.187 -4.373  0.0890
78 H -3.174 0.539 -5.174  0.0927
79 H -2.299 1.860 -5.916  0.1061
80 H -1.073 3.058 -3.562  0.1068
81 H -1.286 1.883 -2.265  0.0986
82 H 0.307 1.984 -3.022  0.0540
83 H -0.714 0.109 -1.005  0.1327
84 H -1.813 -0.535 -2.216  0.1335
85 H -1.800 -2.728 -1.517  0.1442
86 H -0.280 -2.679 -0.645  0.1190
87 C -13.429 -3.191 7.800  -0.0537
88 C -13.421 -1.939 7.192  -0.0545
89 C -12.241 -1.421 6.685  -0.0010
90 C -11.060 -2.146 6.793  -0.0844
91 C -11.064 -3.392 7.424  -0.0833
92 C -12.254 -3.916 7.916  0.0005
93 C -9.802 -4.161 7.592  -0.2771
94 O -9.804 -5.246 8.136  0.1086
95 C -8.534 -3.569 7.086  -0.0809
96 C -7.337 -4.247 7.283  0.0005
97 C -6.151 -3.712 6.805  -0.0550
98 C -6.159 -2.501 6.119  -0.0672
99 C -7.349 -1.820 5.924  -0.0046
100 C -8.538 -2.346 6.414  -0.0805
101 C -9.804 -1.587 6.228  -0.2774
102 O -9.809 -0.528 5.631  0.1045
103 H -14.354 -3.599 8.188  0.1090
104 H -14.338 -1.369 7.113  0.1086
105 H -12.238 -0.449 6.208  0.1209
106 H -12.261 -4.887 8.394  0.1218
107 H -7.329 -5.190 7.814  0.1217
108 H -5.219 -4.239 6.965  0.1070
109 H -5.232 -2.088 5.739  0.0980
110 H -7.352 -0.876 5.394  0.1193
111 C 7.062 2.913 2.805  -0.0574
112 C 6.490 3.126 1.554  -0.0585
113 C 6.183 4.413 1.141  -0.0040
114 C 6.437 5.491 1.980  -0.0793
115 C 6.989 5.275 3.244  -0.0806
116 C 7.311 3.984 3.648  0.0005
117 C 7.222 6.412 4.175  -0.2770
118 O 7.706 6.224 5.272  0.1105
119 C 6.843 7.781 3.736  -0.0833
120 C 7.001 8.848 4.612  0.0015
121 C 6.663 10.130 4.210  -0.0524
122 C 6.173 10.354 2.926  -0.0540
123 C 6.008 9.293 2.051  -0.0015
124 C 6.333 8.003 2.454  -0.0851
125 C 6.119 6.869 1.517  -0.2773
126 O 5.688 7.060 0.397  0.1030
127 H 7.310 1.908 3.123  0.1066
128 H 6.285 2.287 0.900  0.0997
129 H 5.744 4.575 0.165  0.0985
130 H 7.751 3.816 4.622  0.1222
131 H 7.384 8.678 5.610  0.1223
132 H 6.782 10.960 4.896  0.1096
133 H 5.916 11.357 2.612  0.1089
134 H 5.623 9.468 1.055  0.1203

Cartesian forces (eV/Å) of the 2 atoms listed first:
0.4 0.8 0.5
0.3 -1.0 -0.1

Net charge: +1
Spin multiplicity: 1
HOMO level: -10.791 eV
Relative energy (zero: lowest compared OMol25 entry of this formula, charge and spin): 219.4 kJ/mol
F_max: 3.66 eV Å⁻¹
Gap between HOMO and LUMO: 7.8 eV
Calculated total energy: -4217.43821 Eh